Record 1
DFT (wB97M-V/def2-TZVPD) results for the ion C21H25F16N3O4PS with charge +1 in a non-equilibrium geometry.

```
71
Properties=species:S:1:pos:R:3:lowdin_charge:R:1
C 5.106 0.769 -0.348 -0.127
O 5.163 2.111 -0.880 -0.222
C 3.880 2.481 -1.490 -0.202
C 2.825 2.916 -0.357 -0.157
C 2.298 4.414 -0.632 -0.188
C 0.708 4.538 -0.824 -0.180
C 0.087 3.443 -1.878 -0.132
C -0.748 2.335 -1.085 -0.039
C -1.958 2.826 -0.209 0.069
C -2.543 4.281 0.002 -0.318
F -2.256 5.177 -1.081 0.085
F -3.979 4.312 0.112 0.064
F -2.061 4.870 1.207 0.079
N -2.401 1.528 0.362 0.012
C -3.575 1.539 1.283 -0.098
C -4.951 1.285 0.463 -0.053
C -5.397 -0.247 0.662 -0.397
N -5.738 -1.064 -0.538 0.104
O -5.493 -0.819 1.793 0.025
C -1.619 0.390 -0.081 -0.044
C -1.885 -1.106 0.414 -0.050
C -1.844 -1.271 2.035 -0.054
C -1.231 -2.683 2.508 -0.271
F -1.842 -2.944 3.795 0.051
F -1.746 -3.675 1.629 0.064
C 0.359 -2.682 2.717 -0.184
F 0.569 -2.640 4.146 0.081
F 0.852 -1.433 2.238 0.071
C 1.151 -3.973 2.208 -0.185
F 2.420 -3.957 2.899 0.092
F 0.469 -5.111 2.714 0.119
C 1.510 -4.026 0.654 -0.167
F 0.400 -4.009 -0.233 0.080
F 2.322 -2.886 0.284 0.061
C 2.416 -5.304 0.211 -0.186
F 3.778 -5.029 0.595 0.085
F 1.977 -6.531 0.755 0.117
C 2.467 -5.513 -1.394 -0.291
F 3.518 -6.471 -1.613 0.087
F 1.291 -6.154 -1.904 0.094
F 2.839 -4.362 -2.117 0.109
N -0.584 0.864 -1.023 -0.059
P 0.625 -0.091 -1.911 0.403
O 0.143 -1.742 -2.104 -0.255
O 2.111 -0.185 -1.042 -0.244
S 0.890 0.550 -3.751 0.370
H 4.226 0.654 0.400 0.088
H 6.052 0.434 0.196 0.106
H 4.872 0.020 -1.203 0.092
H 3.498 1.652 -2.198 0.098
H 4.142 3.370 -2.186 0.134
H 1.928 2.217 -0.233 0.080
H 3.375 2.935 0.650 0.128
H 2.562 5.048 0.303 0.124
H 2.845 4.939 -1.505 0.120
H 0.139 4.574 0.165 0.099
H 0.524 5.561 -1.341 0.127
H 0.983 3.051 -2.465 0.073
H -0.618 3.946 -2.641 0.135
H -3.616 2.567 1.815 0.150
H -3.546 0.761 2.117 0.123
H -4.788 1.500 -0.651 0.124
H -5.751 1.947 0.947 0.145
H -5.706 -0.427 -1.356 0.080
H -5.014 -1.784 -0.702 0.086
H -1.156 -1.880 0.000 0.100
H -2.932 -1.420 0.030 0.123
H -2.958 -1.302 2.359 0.125
H -1.396 -0.365 2.570 0.145
H -0.547 -1.732 -2.822 0.086
H 2.555 -0.988 -1.436 0.089
```

Summary:
Total energy = -3617.36656 hartree
HOMO-LUMO gap = 7.58 eV
Charge = +1
Structure (SMILES) = COCCCCCc1c(C(F)(F)F)n(CCC(N)=O)c(CCC(F)(F)C(F)(F)C(F)(F)C(F)(F)C(F)(F)C(F)(F)F)[n+]1P(O)(O)=S
HOMO energy = -12.079 eV
Spin multiplicity = 1

Record 2
DFT (wB97M-V/def2-TZVPD) results for the molecule C25H30N2O4.

```
61
Properties=species:S:1:pos:R:3:lowdin_charge:R:1
C -6.441 -3.067 0.870 -0.110
C -5.567 -1.996 1.512 -0.259
C -4.404 -1.556 0.625 -0.192
C -4.866 -0.829 -0.641 -0.197
O -3.782 -0.333 -1.403 -0.047
C -3.116 0.781 -0.990 -0.273
C -1.998 1.121 -1.756 -0.005
C -1.209 2.193 -1.409 -0.024
C -1.533 2.973 -0.301 -0.166
C -0.700 4.149 0.061 -0.427
O -1.143 5.266 0.220 0.092
N 0.651 3.919 0.126 0.145
C 1.304 2.702 0.261 -0.168
C 2.617 2.589 -0.040 -0.030
C 3.421 1.425 0.167 -0.087
C 4.715 1.356 -0.197 -0.049
C 5.602 0.226 -0.019 -0.226
C 5.195 -0.987 0.545 -0.034
C 6.084 -2.032 0.693 -0.087
C 7.401 -1.898 0.284 -0.095
C 7.822 -0.705 -0.279 -0.089
C 6.935 0.342 -0.429 -0.045
C 0.518 1.607 0.932 -0.470
O -0.037 1.795 1.998 0.096
N 0.539 0.418 0.304 0.082
C -0.199 -0.716 0.816 -0.160
C 0.265 -2.002 0.143 -0.149
C -0.103 -2.049 -1.338 -0.252
O 0.697 -1.118 -2.047 -0.076
C -2.682 2.678 0.419 0.008
C -3.460 1.582 0.095 -0.002
H -7.194 -3.408 1.577 0.070
H -5.839 -3.922 0.573 0.075
H -6.953 -2.681 -0.008 0.066
H -5.156 -2.386 2.445 0.107
H -6.181 -1.127 1.761 0.108
H -3.753 -0.889 1.196 0.102
H -3.811 -2.426 0.333 0.117
H -5.567 -0.024 -0.391 0.127
H -5.369 -1.526 -1.316 0.127
H -1.769 0.519 -2.621 0.116
H -0.342 2.436 -2.007 0.130
H 1.217 4.758 0.201 0.163
H 3.122 3.456 -0.449 0.120
H 2.945 0.588 0.653 0.097
H 5.163 2.219 -0.675 0.109
H 4.174 -1.112 0.872 0.098
H 5.750 -2.962 1.133 0.101
H 8.093 -2.719 0.402 0.099
H 8.848 -0.591 -0.601 0.101
H 7.272 1.271 -0.868 0.108
H 0.888 0.326 -0.639 0.117
H -0.040 -0.760 1.897 0.129
H -1.273 -0.572 0.642 0.111
H 1.349 -2.094 0.234 0.114
H -0.199 -2.853 0.643 0.117
H 0.074 -3.062 -1.725 0.118
H -1.167 -1.808 -1.463 0.109
H 0.466 -1.149 -2.980 0.097
H -2.946 3.299 1.261 0.131
H -4.329 1.367 0.696 0.110
```

Summary:
Relative energy (zero: lowest compared OMol25 entry of this formula, charge and spin) = 117.12 kJ/mol
Total energy = -1381.12231 hartree
HOMO-LUMO gap = 7.71 eV
Structure (SMILES) = CCCCOc1ccc(C(=O)N/C(=C/C=C/c2ccccc2)C(=O)NCCCO)cc1
HOMO energy = -7.598 eV
Spin multiplicity = 1

Record 3
DFT (wB97M-V/def2-TZVPD) results for the molecule C2H2OS3 in a non-equilibrium geometry.

```
8
Properties=species:S:1:pos:R:3:lowdin_charge:R:1
O -0.632 -1.511 0.403 0.014
C -0.551 -0.338 -0.110 -0.996
S -1.844 0.568 -0.612 0.708
C 0.862 0.108 -0.255 -1.223
S 1.988 -1.002 -0.575 0.745
S 1.353 1.761 -0.052 0.758
H -1.496 -1.847 0.527 0.103
H 0.321 2.263 0.674 -0.109
```

Summary:
Relative energy (zero: lowest compared OMol25 entry of this formula, charge and spin) = 45.98 kJ/mol
Total energy = -1347.17405 hartree
HOMO-LUMO gap = 7.45 eV
Structure (SMILES) = OC(=S)C(=S)S
HOMO energy = -8.931 eV
Spin multiplicity = 1

Record 4
DFT (wB97M-V/def2-TZVPD) results for a structure of composition C26H18AsCl2NO4Pt.

```
53
Properties=species:S:1:pos:R:3:lowdin_charge:R:1
Pt 0.341 0.822 -0.168 0.747
O -0.940 -2.800 5.618 -0.020
C -0.285 -1.747 5.616 -0.692
O 0.319 -1.128 6.511 -0.035
C -0.175 -1.082 4.223 -0.067
C 0.418 0.171 4.090 0.016
C 0.518 0.750 2.847 -0.120
N 0.070 0.121 1.750 -0.101
C -0.498 -1.094 1.852 -0.186
C -0.652 -1.709 3.075 0.082
C -0.916 -1.737 0.556 -0.582
O -1.543 -2.767 0.527 0.109
O -0.522 -1.088 -0.523 -0.246
H 0.801 0.659 4.976 0.121
H 0.968 1.724 2.697 0.106
H -1.124 -2.680 3.133 0.138
C 6.717 0.861 -1.793 -0.076
C 5.992 0.224 -2.788 -0.072
C 4.663 -0.121 -2.574 -0.090
C 4.070 0.177 -1.354 -0.362
C 4.793 0.821 -0.355 -0.111
C 6.119 1.157 -0.574 -0.075
As 2.265 -0.382 -0.976 1.254
C 2.471 -1.867 0.224 -0.303
C 2.793 -1.831 1.570 -0.087
C 2.828 -3.023 2.282 -0.055
C 2.534 -4.221 1.640 -0.047
C 2.205 -4.246 0.291 -0.003
C 2.172 -3.061 -0.432 -0.186
C 1.797 -2.923 -1.859 -0.179
C 1.403 -3.958 -2.696 -0.002
C 1.016 -3.684 -4.001 -0.058
C 1.007 -2.382 -4.484 -0.073
C 1.389 -1.336 -3.654 -0.094
C 1.791 -1.620 -2.361 -0.327
H 7.751 1.130 -1.966 0.107
H 6.460 -0.013 -3.735 0.108
H 4.103 -0.628 -3.349 0.096
H 4.328 1.057 0.595 0.099
H 6.686 1.648 0.206 0.108
H 2.989 -0.892 2.072 0.104
H 3.063 -3.017 3.337 0.116
H 2.549 -5.145 2.202 0.112
H 1.954 -5.186 -0.181 0.112
H 1.376 -4.976 -2.331 0.113
H 0.705 -4.496 -4.645 0.108
H 0.688 -2.181 -5.498 0.105
H 1.364 -0.315 -4.015 0.108
Cl -2.341 1.563 -0.630 0.605
C -1.821 3.221 -0.933 -0.923
Cl -0.149 3.460 -0.334 0.523
H -2.466 3.906 -0.399 0.038
H -1.821 3.399 -2.000 0.038
```

Summary:
Relative energy (zero: lowest compared OMol25 entry of this formula, charge and spin) = 2.35 kJ/mol
Total energy = -4632.70316 hartree
<S²> = 2.0064
HOMO-LUMO gap (spin up / spin down) = 6.84 / 5.10 eV
HOMO energy (spin up / spin down) = -7.651 / -7.650 eV
Spin multiplicity = 3